Run A
The following is a quantum chemistry calculation of an isolated molecule of C3H5N3, from OMol25.

Calculated values
* 2S+1: 1
* HOMO-LUMO gap: 7.9716 eV
* E_HOMO: -7.46 eV
* SMILES: N=C=N/C=C\N

Cartesian coordinates (Å):
N1 2.2424 -0.4338 -0.1567
C1 1.1600 -0.5053 0.4122
N2 0.3944 -0.4901 1.4235
C2 -0.8868 -0.4428 0.9623
C3 -1.0571 0.0173 -0.3325
N3 -0.7022 1.3068 -0.7680
H1 2.9375 -1.1632 -0.0592
H2 -1.6339 -1.0031 1.5117
H3 -1.9479 -0.3270 -0.8508
H4 -0.6705 1.3979 -1.7743
H5 0.1640 1.6434 -0.3683

=====

Run B
The following is a quantum chemistry calculation of an isolated molecule of C3H5N3, from OMol25.

Calculated values
* 2S+1: 1
* HOMO-LUMO gap: 8.0805 eV
* E_HOMO: -8.03 eV

Cartesian coordinates (Å):
C1 0.2779 2.0666 0.2998
C2 0.2088 -0.1548 0.3807
C3 -0.1585 -1.0275 -0.5459
N1 -0.5046 -2.3267 -0.0684
N2 -0.4209 -2.6521 1.1045
N3 0.6386 0.8132 0.9611
H1 -0.7399 2.0752 -0.1071
H2 0.9809 2.0890 -0.5418
H3 0.4701 2.9050 0.9542
H4 -0.0212 -0.8006 -1.6004
H5 -0.7313 -2.9874 -0.8368

=====

Run C
The following is a quantum chemistry calculation of a cluster of 2 separate species, C3H5N3 in total, from OMol25.

Calculated values
* 2S+1: 1
* HOMO-LUMO gap: 10.9176 eV
* E_HOMO: -9.98 eV
* SMILES: CN=C=N.C#N

Cartesian coordinates (Å):
C1 0.9037 0.2481 -1.6206
N1 -0.3502 -0.2028 -1.0520
C2 -0.5545 -0.8837 -0.0737
N2 -0.8865 -1.4709 0.9644
H1 0.7039 0.7037 -2.5918
H2 1.3655 0.9943 -0.9673
H3 1.5955 -0.5891 -1.7599
H4 -0.9855 -2.4762 0.8789
C3 -0.5710 1.2310 2.1221
N3 0.0430 1.9412 1.4513
H5 -1.1387 0.5372 2.7088

=====

Run D
The following is a quantum chemistry calculation of an isolated molecule of C3H5N3, from OMol25.

Calculated values
* 2S+1: 1
* HOMO-LUMO gap: 11.2424 eV
* E_HOMO: -10.23 eV
* SMILES: Cc1cn[nH]n1

Cartesian coordinates (Å):
C1 -1.6388 -0.3329 0.0571
C2 -0.1556 -0.1816 -0.0302
C3 0.5719 1.0333 -0.2173
N1 1.8333 0.7653 -0.3296
N2 1.9262 -0.5886 -0.1780
N3 0.7074 -1.1665 0.0622
H1 -2.0886 0.5671 0.4906
H2 -2.0759 -0.4720 -0.9378
H3 -1.9011 -1.1935 0.6744
H4 0.2441 2.0592 -0.1918
H5 2.5771 -0.4899 0.6004

=====

Sorted by energy, starting with the most stable: run D, run C, run A, run B.

=====

Run A
The following is a quantum chemistry calculation of an isolated molecule of C3H5N3, from OMol25.

Calculated values
* 2S+1: 1
* HOMO-LUMO gap: 10.8104 eV
* E_HOMO: -9.89 eV
* SMILES: Cn1cncn1

Cartesian coordinates (Å):
C1 -1.5415 -0.3870 0.0886
N1 -0.1762 -0.1048 -0.2136
C2 0.4231 1.1073 -0.1702
N2 1.7150 0.9528 -0.0356
C3 1.8280 -0.4022 0.0081
N3 0.7180 -1.0895 -0.1211
H1 -2.1006 -0.6690 -0.8010
H2 -1.6913 -1.1421 0.8672
H3 -1.8447 0.5912 0.5039
H4 -0.0886 2.0627 -0.2537
H5 2.7588 -0.9194 0.1274

=====

Run B
The following is a quantum chemistry calculation of a structure of composition C3H5N3, from OMol25.

Calculated values
* 2S+1: 1
* HOMO-LUMO gap: 8.1330 eV
* E_HOMO: -7.92 eV

Cartesian coordinates (Å):
N1 0.3122 -1.6503 1.2442
C1 0.0847 -0.5144 0.4163
N2 0.5731 0.2404 1.3411
N3 0.1408 1.8743 -0.1680
C2 -0.3199 1.1186 -1.1158
C3 -0.3848 -0.2784 -0.8509
H1 1.1206 -2.2322 1.1160
H2 -0.2879 -1.8824 2.0132
H3 0.1660 2.8688 -0.3890
H4 -0.6605 1.5010 -2.0889
H5 -0.7444 -1.0455 -1.5181

=====

Sorted by energy, starting with the most stable: run A, run B.

=====

Run A
The following is a quantum chemistry calculation of a cluster of 2 separate species, C3H5N3 in total, from OMol25.

Calculated values
* 2S+1: 1
* HOMO-LUMO gap: 11.0793 eV
* E_HOMO: -10.45 eV
* SMILES: CN=C=N.C#N

Cartesian coordinates (Å):
C1 1.5314 0.9350 -0.7800
N1 0.4354 0.1241 -0.2682
C2 -0.6613 0.5673 0.0445
N2 -1.7385 0.9176 0.5087
H1 1.2555 1.4011 -1.7310
H2 2.3958 0.2915 -0.9465
H3 1.8119 1.7204 -0.0703
H4 -2.5256 0.9914 -0.1220
C3 -0.8041 -2.3182 1.1215
N3 -1.8284 -2.7030 1.4894
H5 0.1279 -1.9271 0.7540

=====

Run B
The following is a quantum chemistry calculation of an isolated molecule of C3H5N3, from OMol25.

Calculated values
* 2S+1: 1
* HOMO-LUMO gap: 7.4609 eV
* E_HOMO: -6.76 eV

Cartesian coordinates (Å):
N1 -1.2386 1.7959 0.1119
C1 -0.5717 0.6999 -0.0183
C2 -0.8141 -0.6680 -0.2202
N2 0.4042 -1.3864 -0.2061
C3 1.3973 -0.4953 -0.0168
N3 0.8614 0.7206 0.0556
H1 -2.2283 1.5719 0.0366
H2 0.0708 -1.9196 0.6036
H3 -1.6963 -1.2016 -0.5289
H4 2.4546 -0.7135 0.0482
H5 1.3607 1.5963 0.1344

=====

Sorted by energy, starting with the most stable: run A, run B.

=====

Run A
The following is a quantum chemistry calculation of an isolated molecule of CH2IN2PS, from OMol25.

Calculated values
* 2S+1: 1
* HOMO-LUMO gap: 7.6071 eV
* E_HOMO: -9.03 eV
* SMILES: P/N=N\C(=S)I

Cartesian coordinates (Å):
P1 0.1882 1.3061 0.9354
N1 0.1698 -0.3464 1.0861
N2 -0.1718 -1.1976 0.3084
C1 -0.4422 -0.9659 -0.9946
S1 0.3542 -1.5501 -2.3420
I1 -2.5125 -0.1816 -1.1365
H1 1.1545 1.4558 0.0005
H2 1.2597 1.4797 2.1427

=====

Run B
The following is a quantum chemistry calculation of a cluster of 2 separate species, CH2IN2PS in total, from OMol25.

Calculated values
* 2S+1: 1
* HOMO-LUMO gap: 7.2048 eV
* E_HOMO: -8.44 eV
* SMILES: [H]/P=N/N=C=S.I

Cartesian coordinates (Å):
H1 -3.2553 1.4644 0.2590
P1 -2.4963 0.9900 -0.8659
N1 -1.6508 -0.0100 0.0036
N2 -1.0394 -1.0831 -0.3305
C1 -0.3465 -2.0308 0.0578
S1 0.5299 -3.2640 0.3190
I1 4.7097 1.4587 -0.0912
H2 3.5487 2.4747 0.6482

=====

Run C
The following is a quantum chemistry calculation of an isolated molecule of CH2IN2PS, from OMol25.

Calculated values
* 2S+1: 1
* HOMO-LUMO gap: 7.6974 eV
* E_HOMO: -8.59 eV

Cartesian coordinates (Å):
C1 -2.0948 0.8274 -0.2559
N1 -0.9858 0.5252 -0.2095
N2 0.2407 0.7800 -0.1151
P1 1.4508 -0.3300 0.2080
S1 1.0977 -2.0399 -0.5402
I1 -3.9890 0.3451 -0.5058
H1 1.5467 -0.3726 1.6085
H2 2.7337 0.2647 -0.1900

=====

Sorted by energy, starting with the most stable: run C, run B, run A.

=====

Run A
The following is a quantum chemistry calculation of a cluster of 2 separate species, C6H14 in total, from OMol25.

Calculated values
* 2S+1: 1
* HOMO-LUMO gap: 10.1538 eV
* E_HOMO: -8.90 eV
* SMILES: C=CCCCC.[H][H]

Cartesian coordinates (Å):
C1 3.1707 0.5573 0.3521
C2 2.0274 0.2768 -0.2695
C3 0.6526 0.5369 0.2929
C4 -0.5542 -0.2297 -0.2679
C5 -1.8812 0.3813 0.2053
C6 -3.1111 -0.3048 -0.3877
H1 4.1266 0.3943 -0.1379
H2 3.1853 0.8302 1.4057
H3 2.0499 -0.1214 -1.2874
H4 0.5334 1.5958 0.0390
H5 0.6529 0.4772 1.3897
H6 -0.5177 -1.2873 0.0265
H7 -0.5253 -0.2110 -1.3667
H8 -1.9345 0.3395 1.3023
H9 -1.9002 1.4480 -0.0596
H10 -3.1064 -0.2415 -1.4821
H11 -4.0383 0.1577 -0.0302
H12 -3.1432 -1.3661 -0.1154
H13 2.4246 -1.3613 0.2917
H14 1.8887 -1.8718 0.0992

=====

Run B
The following is a quantum chemistry calculation of a cluster of 2 separate species, C6H14 in total, from OMol25.

Calculated values
* 2S+1: 1
* HOMO-LUMO gap: 9.8966 eV
* E_HOMO: -8.70 eV
* SMILES: C=CCC.CC

Cartesian coordinates (Å):
C1 -1.3069 -1.3967 0.8191
C2 -0.6010 -0.2566 0.9064
C3 -1.1621 1.2056 0.1734
C4 -0.5748 2.4431 0.8170
H1 -1.2216 -2.1443 1.5991
H2 -1.9090 -1.6373 -0.0493
H3 -0.0537 -0.0262 1.8144
H4 -1.0072 1.1873 -0.9093
H5 -2.2401 1.1566 0.3308
H6 -1.0117 3.3504 0.3860
H7 0.5090 2.4925 0.6702
H8 -0.7753 2.4634 1.8922
C5 1.6021 -0.5660 -0.5913
C6 1.2880 -1.6977 -1.5319
H9 2.1880 0.2281 -1.0592
H10 2.1340 -0.9044 0.2986
H11 0.5330 0.0812 -0.2464
H12 2.2008 -2.1442 -1.9387
H13 0.7280 -2.4793 -1.0065
H14 0.6805 -1.3554 -2.3745

=====

Sorted by energy, starting with the most stable: run A, run B.

=====

Run A
The following is a quantum chemistry calculation of an isolated molecule of C11H12ClN, from OMol25.

Calculated values
* 2S+1: 1
* HOMO-LUMO gap: 6.8701 eV
* E_HOMO: -7.28 eV
* SMILES: C/N=C/C=c1/cccc/c1=C(\C)Cl

Cartesian coordinates (Å):
C1 -1.9603 0.1089 -3.1024
N1 -0.9374 0.0805 -2.1230
C2 -0.3487 1.1802 -1.8987
C3 0.9221 1.2024 -1.1577
C4 1.1981 0.5419 0.0278
C5 2.5765 0.3550 0.3967
C6 3.0289 -0.5500 1.2829
C7 2.0363 -1.3389 1.9487
C8 0.7456 -1.1655 1.6712
C9 0.2300 -0.0981 0.8857
C10 -1.0922 0.1687 1.0811
C11 -2.0000 -0.4875 2.0345
Cl1 -1.6631 1.6088 0.3921
H1 -2.2107 1.0273 -3.5112
H2 -1.6366 -0.5330 -3.8423
H3 -2.8690 -0.2309 -2.6982
H4 -0.7622 2.0867 -2.3671
H5 1.5841 1.7193 -1.7635
H6 3.2577 1.1246 -0.1686
H7 4.0270 -0.8208 1.5975
H8 2.4961 -2.2395 2.3530
H9 -0.0127 -1.6971 2.2120
H10 -3.0072 -0.3609 1.9815
H11 -1.7307 -0.0899 2.9950
H12 -1.8716 -1.5919 1.7729

=====

Run B
The following is a quantum chemistry calculation of a structure of composition C11H12ClN, from OMol25.

Calculated values
* 2S+1: 1
* HOMO-LUMO gap (alpha / beta): 6.5901 / 6.5917 eV
* E_HOMO (alpha / beta): -7.32 / -7.32 eV

Cartesian coordinates (Å):
C1 0.2068 -3.4730 -0.2518
C2 -1.1255 -2.9259 -0.2983
C3 1.2335 -2.5473 -0.2356
C4 -1.4126 -1.6222 -0.1914
C5 2.0862 -0.1491 -0.0156
C6 1.0350 -1.1130 -0.1513
C7 -0.3425 -0.6838 -0.0406
C8 -0.6446 0.6989 -0.0340
C9 1.6684 1.1835 0.1622
C10 -2.0397 1.1858 -0.1235
C11 0.1354 2.9190 0.1632
N1 0.3938 1.5787 -0.0673
Cl1 2.0892 1.2586 2.5184
H1 0.3687 -4.4099 -0.6074
H2 -1.9445 -3.5781 -0.3705
H3 2.1918 -2.9608 -0.2391
H4 -2.4022 -1.1861 -0.1955
H5 3.1064 -0.3762 -0.4322
H6 2.3460 2.0104 0.1444
H7 -2.5114 1.0622 -1.0939
H8 -2.1037 2.3695 0.1747
H9 -2.5542 0.6334 0.6634
H10 -0.4701 3.3659 -0.7537
H11 -0.2976 3.1581 1.2022
H12 0.9873 3.6018 0.0735

=====

Sorted by energy, starting with the most stable: run B, run A.